(1)
An isolated molecule of C17H16F2N4O5. Source: OMol25; level of theory: ωB97M-V with the def2-TZVPD basis set.

**Spin multiplicity**: 1
**E_LUMO**: 0.6 eV
**Gap between HOMO and LUMO**: 9.803 eV
**Energy relative to the best compared isomer or geometry (same formula, charge and spin)**: 0.1 kcal per mole
**Net charge**: 0
**SMILES string**: Cc1cc(NC(=O)CN2C(=O)N[C@](C)(c3ccc(OC(F)F)cc3)C2=O)no1

Last column: Mulliken charge in e.
CARTESIAN COORDINATES (ANGSTROEM)
C: -3.42395 -2.44828 -0.86832  -1.380
C: -2.07950 -2.29338 -0.26574  0.410
C: -0.81881 -2.40722 -0.78170  -0.232
C: 0.01499 -2.10334 0.32222  0.503
N: -0.69839 -1.83189 1.39202  -0.777
O: -1.99933 -1.95480 1.02995  -0.113
N: 1.38856 -1.99596 0.37573  0.020
C: 2.24050 -2.13437 -0.68329  0.583
O: 1.94948 -2.63798 -1.73593  -0.614
C: 3.60056 -1.48013 -0.39288  -0.925
N: 3.34292 -0.11782 0.01858  0.156
C: 2.88304 0.85673 -0.82463  0.036
O: 2.89749 0.83239 -2.02414  -0.623
C: 2.29003 1.94709 0.08090  1.702
N: 2.78200 1.53070 1.37308  -0.113
C: 3.25690 0.26566 1.36593  0.162
O: 3.56520 -0.42907 2.29920  -0.628
H: 2.58432 2.02470 2.22624  0.260
C: 0.78028 1.76076 -0.05472  -0.302
C: 0.19054 1.90193 -1.30825  -0.245
C: -1.16000 1.68094 -1.47620  -1.178
C: -1.94354 1.31770 -0.38686  0.695
C: -1.37030 1.16375 0.86400  -0.083
C: -0.00959 1.37877 1.01927  -0.424
H: 0.41908 1.22108 1.99640  0.301
H: -1.95029 0.83512 1.71187  0.378
O: -3.28880 1.09210 -0.64800  -0.450
C: -4.17764 1.21726 0.35790  0.250
F: -4.35953 0.05430 1.03006  -0.242
F: -5.37125 1.51194 -0.18173  -0.287
H: -3.92568 1.99592 1.10266  0.359
H: -1.62395 1.77456 -2.44414  0.458
H: 0.79759 2.15582 -2.16211  0.387
C: 2.74432 3.35394 -0.29135  -1.761
H: 2.56864 3.52713 -1.34864  0.297
H: 2.19516 4.09306 0.28718  0.424
H: 3.80798 3.46179 -0.09259  0.447
H: 4.20012 -1.48536 -1.30450  0.368
H: 4.12432 -1.98747 0.42053  0.409
H: 1.74957 -1.71220 1.27781  0.246
H: -0.51002 -2.66428 -1.77069  0.563
H: -3.46053 -3.34147 -1.48665  0.448
H: -3.65038 -1.58678 -1.49584  0.174
H: -4.16822 -2.50929 -0.07911  0.342



(2)
A cluster of 11 separate species, C45H67F24N3O18S5 in total. Source: OMol25; level of theory: ωB97M-V with the def2-TZVPD basis set.

**Spin multiplicity**: 2
**E_LUMO (alpha / beta)**: -3.8 / -8.9 eV
**Gap between HOMO and LUMO (alpha / beta)**: 8.680 / 2.777 eV
**Net charge**: +1

Last column: Mulliken charge in e.
CARTESIAN COORDINATES (ANGSTROEM)
O: 1.77185 -21.99812 -33.22202  -0.601
S: 0.38095 -22.15920 -32.87061  1.209
O: -0.53750 -23.03871 -33.59345  -0.617
O: 0.21812 -22.44028 -31.20071  -0.363
C: -1.14471 -22.66111 -30.76498  0.038
C: -1.19664 -22.65311 -29.21044  -1.101
C: -0.42789 -20.44034 -32.96835  -0.335
H: -1.47936 -23.62003 -31.16070  0.490
H: -1.88333 -21.97872 -31.18555  -0.172
H: -2.05003 -23.24605 -28.88142  0.597
H: -1.25864 -21.63136 -28.83588  -0.067
H: -0.40249 -23.20194 -28.70426  0.572
H: -0.15809 -19.88701 -32.06884  -0.174
H: -1.50280 -20.61237 -32.91275  0.049
H: -0.12564 -19.86009 -33.84016  0.518
O: 3.96236 -18.45702 -29.65260  -0.610
S: 3.28226 -19.49427 -28.89889  1.213
O: 3.97283 -20.76752 -28.55848  -0.635
O: 2.65813 -18.80932 -27.53373  -0.292
C: 2.02927 -19.65687 -26.57741  0.785
C: 2.85375 -19.79214 -25.34783  -1.225
C: 1.70650 -19.86621 -29.74956  -0.527
H: 1.78354 -20.64132 -26.97560  0.523
H: 1.09693 -19.17455 -26.28380  -0.707
H: 3.83224 -20.19725 -25.60577  0.438
H: 2.46931 -20.47440 -24.58967  0.069
H: 2.95085 -18.84680 -24.81395  0.312
H: 1.02964 -20.51786 -29.19702  0.066
H: 2.02858 -20.27356 -30.70791  0.442
H: 1.30740 -18.86847 -29.93220  0.060
O: -3.37192 -18.55655 -32.50162  -0.586
S: -4.41184 -19.60969 -32.17514  1.228
O: -4.18460 -21.03563 -32.25556  -0.604
O: -4.98336 -19.21126 -30.66292  -0.239
C: -5.59044 -20.07184 -29.81982  -0.818
C: -4.54280 -20.57649 -28.86819  -0.350
C: -5.91920 -19.24369 -33.20201  -1.148
H: -5.92542 -20.92182 -30.41431  0.478
H: -6.49310 -19.71154 -29.32638  0.362
H: -4.96738 -21.07244 -27.99534  0.499
H: -3.94659 -19.73623 -28.51239  -0.225
H: -3.90331 -21.31446 -29.35250  0.217
H: -6.26445 -18.21066 -33.16027  0.322
H: -6.61495 -20.03868 -32.93362  0.372
H: -5.47123 -19.46502 -34.17073  0.440
O: -1.11115 -18.81107 -29.90141  -0.183
S: -1.26055 -17.55239 -29.16174  0.783
O: -1.59860 -17.41686 -27.72864  -0.445
O: 0.14612 -16.66335 -29.33306  -0.235
C: 0.32211 -15.56059 -28.48595  0.512
C: 1.68959 -15.09112 -28.74776  -1.463
C: -2.31181 -16.45717 -30.26927  -0.877
H: 0.12644 -15.71809 -27.42529  -0.243
H: -0.39811 -14.82432 -28.84274  0.339
H: 1.95127 -14.38545 -27.95932  0.437
H: 1.78664 -14.61038 -29.72120  0.363
H: 2.40323 -15.90948 -28.65234  0.225
H: -2.71914 -15.67150 -29.63292  0.417
H: -3.11507 -17.13090 -30.56753  0.034
H: -1.69159 -16.13725 -31.10656  0.373
O: -0.63056 -26.70434 -20.75776  -0.557
S: 0.17335 -25.79834 -19.92031  1.183
O: 1.18715 -26.17686 -18.94415  -0.641
O: 0.79501 -24.67372 -20.98076  -0.058
C: 2.05911 -24.14673 -20.67042  -0.275
C: 2.48641 -23.37768 -21.88123  -0.514
C: -0.88083 -24.58647 -18.98785  -0.587
H: 2.75754 -24.94793 -20.42881  0.449
H: 1.86591 -23.55646 -19.77468  0.182
H: 3.37791 -22.77480 -21.70841  0.475
H: 1.79350 -22.59233 -22.18321  -0.431
H: 2.55281 -24.04322 -22.74190  0.311
H: -1.33934 -23.95699 -19.75049  -0.301
H: -0.40023 -24.08075 -18.15037  0.369
H: -1.61782 -25.29107 -18.60251  0.553
N: -4.30680 -24.84200 -19.82244  -0.527
C: -3.82570 -25.26748 -21.00615  -0.319
C: -3.24545 -24.37336 -21.92690  -0.343
C: -3.25960 -23.01537 -21.71179  0.131
C: -3.73846 -22.54685 -20.50266  -0.388
C: -4.27038 -23.47892 -19.54129  -0.622
H: -3.88222 -26.29672 -21.32842  0.405
H: -2.85966 -24.74810 -22.86345  0.492
H: -2.88554 -22.23786 -22.36138  0.383
H: -3.74253 -21.48164 -20.32456  0.537
H: -4.65059 -23.19982 -18.56972  0.394
N: -1.99414 -16.00690 -23.43081  -0.361
C: -1.57173 -16.23119 -22.18579  -0.393
C: -0.27250 -16.55368 -21.81777  -0.544
C: 0.62658 -16.73263 -22.86093  -0.321
C: 0.22586 -16.57333 -24.19321  -0.540
C: -1.08776 -16.13435 -24.43273  -0.283
H: -2.28459 -16.14659 -21.37890  0.418
H: -0.02929 -16.69605 -20.77519  0.514
H: 1.62394 -17.06305 -22.61095  0.440
H: 0.90977 -16.83076 -24.98844  0.501
H: -1.35929 -16.16334 -25.47763  0.602
N: -0.42095 -21.19512 -23.30621  1.120
C: -0.62481 -22.22711 -24.19016  -1.472
C: -1.06723 -22.06591 -25.51331  -0.936
C: -1.34035 -20.77883 -25.91547  -0.136
C: -1.25768 -19.74767 -25.02574  0.679
C: -0.72505 -19.97076 -23.70843  -0.921
H: -0.30014 -23.15594 -23.74490  0.894
H: -1.11485 -22.84890 -26.25563  0.683
H: -1.74152 -20.55930 -26.89386  0.172
H: -1.46660 -18.73582 -25.34025  0.205
H: -0.64599 -19.18770 -22.96886  0.423
C: -0.36401 -27.66688 -27.87864  -0.986
C: -0.80267 -26.85252 -29.12781  1.072
C: -1.41985 -27.77325 -30.29431  0.011
F: -1.79361 -27.13990 -31.39089  -0.236
F: -0.61897 -28.75287 -30.52191  -0.255
F: -1.75857 -25.96658 -28.77553  -0.272
F: 0.23319 -26.20989 -29.61571  -0.280
O: 0.18230 -26.87858 -26.84482  -0.300
C: -0.06126 -27.15897 -25.47923  0.757
C: 0.84361 -26.32526 -24.49226  0.129
F: 0.79830 -25.01751 -24.66290  -0.151
F: 0.63592 -26.68004 -23.25692  -0.190
F: -1.31459 -26.87205 -25.17337  -0.254
F: 0.06811 -28.48551 -25.35462  -0.293
H: 0.42369 -28.38262 -28.11389  0.342
H: -1.27920 -28.15255 -27.53997  0.442
H: -2.38137 -28.18107 -29.98243  0.299
H: 1.89431 -26.59808 -24.59081  0.192
C: 1.38725 -19.92275 -20.26469  -0.767
C: 0.21484 -20.42013 -19.35300  0.974
C: 0.68523 -20.81628 -17.87939  -0.053
F: 1.38688 -21.98592 -17.84899  -0.232
F: 1.43042 -19.87193 -17.33619  -0.243
F: -0.64494 -19.44067 -19.29755  -0.282
F: -0.42579 -21.41335 -19.91901  -0.116
O: 2.00916 -18.76433 -19.71229  -0.489
C: 3.41113 -18.53788 -19.96330  0.842
C: 3.78272 -17.26314 -19.28545  0.274
F: 3.57161 -17.29492 -17.95369  -0.240
F: 5.05468 -16.95367 -19.45733  -0.258
F: 4.06417 -19.64894 -19.57120  -0.286
F: 3.65085 -18.55533 -21.29543  -0.287
H: 0.86206 -19.56465 -21.15015  0.000
H: 1.94977 -20.80005 -20.58409  0.579
H: -0.14974 -20.89322 -17.18296  0.305
H: 3.21468 -16.37322 -19.55652  0.194
C: -4.70533 -17.82282 -23.76697  0.208
C: -5.07407 -19.06967 -22.92306  1.141
C: -6.55777 -19.15605 -22.70679  0.026
F: -7.04599 -20.26632 -22.18022  -0.262
F: -6.96792 -17.99816 -22.14778  -0.273
F: -4.61448 -20.18937 -23.58691  -0.300
F: -4.46116 -19.04278 -21.73708  -0.301
O: -5.39654 -17.62995 -24.97415  -0.560
C: -4.64921 -17.21069 -26.09322  0.799
C: -5.63097 -16.96982 -27.27158  0.154
F: -6.69149 -16.11302 -27.03056  -0.302
F: -5.03510 -16.64368 -28.42505  -0.126
F: -3.85301 -16.15184 -25.86752  -0.251
F: -3.89726 -18.26630 -26.34223  0.096
H: -3.64808 -17.92856 -24.01016  -0.617
H: -4.82270 -16.96577 -23.10380  0.354
H: -6.99925 -19.07210 -23.69984  0.223
H: -6.11274 -17.93240 -27.44312  0.075



One value per record, in order, for molecular weight: 394.33, 1554.32 g mol⁻¹.
One value per record, in order, for DFT total energy: -39522.743, -208456.262 eV.